Below is C12H14Si as an isolated structure at a distorted geometry, with properties calculated with ωB97M-V/def2-TZVPD.

```
27
Properties=species:S:1:pos:R:3:forces:R:3
Si 1.568 -0.151 -0.138 -3.6 -2.3 -0.5
C -2.147 -2.875 -1.015 0.2 -1.3 1.8
C -0.685 3.324 0.550 -0.1 0.3 -3.9
C 0.505 1.197 0.679 1.5 0.7 -1.9
C -0.885 3.315 1.856 0.9 0.1 4.7
C 2.285 0.266 -1.867 2.5 -1.5 2.5
C -0.299 -3.005 0.241 0.1 2.0 -0.1
C -1.399 -1.610 -1.177 0.1 1.5 -1.4
C 0.450 1.294 2.046 -2.6 1.9 0.3
C -0.023 2.253 -0.084 1.0 1.3 -0.5
C -0.303 2.302 2.682 0.2 -0.6 -1.4
C -0.228 -1.772 -0.298 3.0 1.8 -0.2
C -1.490 -3.699 -0.115 -0.3 4.1 -3.0
H 2.242 -0.604 -2.456 -0.4 -1.5 -0.7
H 2.361 -0.999 0.797 0.3 0.6 -0.2
H 0.373 2.534 -1.102 -0.9 -1.1 0.8
H 0.908 0.594 2.635 1.1 -1.8 1.4
H 0.339 -3.281 0.992 1.7 -1.2 1.6
H -1.038 4.213 -0.060 0.6 -1.2 0.7
H -1.563 -4.671 0.132 -1.2 -3.2 0.8
H 3.414 0.391 -1.824 -1.4 0.6 0.1
H -1.154 4.251 2.352 -0.7 -0.4 -0.1
H -3.094 -3.020 -1.461 -0.7 -0.4 -0.5
H 1.788 0.978 -2.420 -0.9 2.0 -0.9
H -1.038 -1.540 -2.277 -0.6 0.1 1.5
H -1.930 -0.630 -0.910 0.3 -1.4 -0.6
H -0.404 2.206 3.765 0.0 0.7 -0.3
```
Positions in Å, forces in eV/Å.

Computed properties:
* total charge: 0
* LUMO level: 0.67 eV
* Kohn-Sham gap: 8.401 eV
* relative energy (zero: lowest compared OMol25 entry of this formula, charge and spin): 36.4 kcal/mol
* HOMO energy: -7.735 eV